(1)
The following is a DFT calculation (the ωB97M-V functional and the def2-TZVPD basis) of a structure of composition C15H17CrNS2 at a distorted geometry.

Summary:
**Expectation value of S²**: 6.05
**HOMO (spin up / spin down)**: -7.1 / -8.1 eV
**Kohn-Sham gap (spin up / spin down)**: 0.246 / 0.278 Ha

```
! wB97M-V def2-TZVPD RIJCOSX def2/J DEFGRID3
* xyz 0 5
C -1.78234 2.72526 -0.09066
C 0.60471 1.07829 -1.62564
C -0.91684 3.67662 0.14337
H -2.53899 2.56078 0.68410
C 1.48550 1.57830 -0.75116
H 0.81622 0.09788 -2.06432
H -1.19784 4.54123 0.77990
H 2.29849 0.92980 -0.38040
C 0.40622 3.97109 -0.55303
H 0.74640 4.95912 -0.18995
H 0.34623 4.05723 -1.64691
C -1.84251 1.75222 -1.24364
H -2.72944 2.07631 -1.81303
H -2.04711 0.72603 -0.87781
C -0.62405 1.73780 -2.18582
H -0.46278 2.75898 -2.53959
H -0.93992 1.12590 -3.04180
C 1.56000 2.97315 -0.20322
H 2.50837 3.46252 -0.50587
H 1.61476 2.89077 0.89583
Cr -1.95699 -0.72384 2.28394
H -2.12354 0.47188 1.47058
S -0.05855 0.29099 3.05869
C 0.48532 -1.00920 2.16944
N -0.50145 -1.74925 1.56281
C -0.03822 -2.91898 0.94920
C -0.85580 -3.89589 0.39056
C -0.26400 -5.07748 -0.04158
C 1.08947 -5.33749 0.25935
C 1.88669 -4.38369 0.90512
C 1.33045 -3.14994 1.19085
S 2.02954 -1.78541 2.06283
H -1.93762 -3.73289 0.32338
H -0.83485 -5.82188 -0.58477
H 1.53203 -6.28795 -0.01237
H 2.91245 -4.56826 1.22163
*
```

=====

(2)
The following is a DFT calculation (the ωB97M-V functional and the def2-TZVPD basis) of the ion C15H17F3N3O3S with charge -1 at a distorted geometry.

Summary:
**ΔE to the lowest compared entry with this formula, charge and spin**: 0.203 eV
**HOMO**: -3.2 eV
**Kohn-Sham gap**: 0.221 Ha
**SMILES**: CO/C([O-])=N/N=C(/C)[C@H](Sc1cccc(C(F)(F)F)c1)C(=O)N(C)C

```
! wB97M-V def2-TZVPD RIJCOSX def2/J DEFGRID3
* xyz -1 1
C 5.45674 -0.95230 -1.01079
O 4.17896 -0.30806 -0.92300
C 3.16538 -1.18617 -1.13311
N 1.96287 -0.43491 -1.10090
N 0.92362 -1.14616 -1.43090
C -0.19933 -0.51019 -1.34088
C -1.44156 -1.21926 -1.68389
C -0.08046 0.96222 -0.98855
C -1.32079 1.87553 -1.06217
O -2.46351 1.44605 -0.88468
N -1.12726 3.18066 -1.39042
C -2.32089 3.98742 -1.54539
C 0.10641 3.93078 -1.17537
O 3.32620 -2.38345 -1.29805
H 6.18498 -0.16057 -0.87834
H 5.56644 -1.71301 -0.23050
H 5.59187 -1.44081 -1.98365
H -2.30123 -0.56931 -1.51424
H -1.40667 -1.52650 -2.74067
H -1.56215 -2.12234 -1.07034
H 0.73075 1.37316 -1.60464
H -3.11450 3.36467 -1.95090
H -2.63383 4.40522 -0.58364
H -2.08783 4.80459 -2.22133
H 0.93313 3.54667 -1.78444
H -0.11195 4.95028 -1.50908
H 0.40906 3.93163 -0.11212
F 1.10747 -3.39125 3.46121
C -0.18469 -3.60786 3.07193
F -0.14988 -4.56518 2.08318
F -0.84028 -4.15816 4.13710
C -0.83873 -2.33779 2.58671
C -2.19739 -2.12518 2.80479
C -2.79917 -0.97092 2.30677
C -2.02384 0.01933 1.70648
C -0.65487 -0.20623 1.49214
S 0.41009 0.97897 0.71973
C -0.06746 -1.40305 1.91128
H -2.77057 -2.85205 3.37326
H -3.87579 -0.83214 2.40882
H -2.46733 0.95270 1.36893
H 0.98799 -1.58702 1.71967
*
```